# 1
65
Properties=species:S:1:pos:R:3 method="wB97M-V/def2-TZVPD" total_charge=+2 spin_multiplicity=4 total_energy_ev=-62355.733 gap_ev="6.4 / 4.9"
Re 0.38 0.20 -0.17
P -1.52 0.42 -1.38
P 1.42 -0.61 -1.98
O 1.24 3.01 -1.17
O 3.29 6.42 2.03
O -1.90 1.39 2.50
O 0.09 0.56 1.75
O 1.40 7.47 2.43
N 2.08 6.42 2.32
N -0.98 -3.14 -0.83
C -2.49 -2.64 2.49
C 1.77 -4.28 1.33
C -2.94 -0.92 -1.35
C 0.03 5.16 2.73
C -2.98 -1.80 -0.14
C -0.73 1.49 2.25
C -0.04 -2.55 1.79
C -0.65 3.95 2.71
C 1.47 -2.50 -2.47
C -4.05 -1.92 0.76
C 1.43 5.16 2.51
C 0.06 2.75 2.48
C -1.80 -2.60 0.15
C 1.44 -3.46 -1.32
C 0.68 -3.47 0.98
C -3.81 -2.39 2.06
C 2.59 -4.81 0.33
C 1.46 0.12 -3.67
C 0.95 1.96 -0.74
C -1.43 -2.61 1.54
C -1.68 0.84 -3.17
C -2.58 1.76 -0.72
C 2.16 3.97 2.33
C 0.31 -3.42 -0.43
C 2.47 -4.35 -0.99
C 3.21 -0.47 -1.61
C 1.46 2.78 2.31
H -2.84 1.56 0.32
H 1.98 -4.50 2.38
H 2.04 1.86 2.13
H -5.04 -1.62 0.45
H 3.80 -1.00 -2.37
H -4.67 -2.55 2.74
H -2.04 2.71 -0.77
H 0.58 -0.13 -4.26
H 3.50 0.58 -1.58
H -0.95 1.60 -3.47
H 3.35 -5.56 0.57
H -0.50 6.10 2.88
H -2.71 -1.57 -2.20
H 0.29 -1.19 0.67
H 3.18 -4.65 -1.75
H -1.54 -0.04 -3.81
H -2.68 1.24 -3.36
H 1.54 1.21 -3.62
H -3.88 -0.35 -1.48
H -3.49 1.83 -1.33
H 3.40 -0.93 -0.63
H 3.24 4.03 2.17
H 0.55 -2.64 -3.05
H -1.72 3.89 2.85
H -2.30 -2.85 3.54
H 2.34 -0.25 -4.22
H 0.36 -2.06 2.70
H 2.37 -2.62 -3.10

# 2
61
Properties=species:S:1:pos:R:3 method="wB97M-V/def2-TZVPD" spin_multiplicity=1 total_energy_ev=-38506.888 gap_ev=3.6
O 0.88 3.15 1.19
O -2.70 6.01 1.08
N -0.94 4.54 1.15
N -0.07 -2.51 4.22
N 1.80 -0.52 -3.98
N -1.19 2.17 1.27
C 1.96 -1.17 0.15
C -0.24 -2.13 -2.83
C 2.81 0.22 -4.72
C 3.08 -0.48 -1.93
C 0.88 -1.68 -0.62
C -2.48 2.43 1.37
C 1.93 -0.87 -2.67
C -3.12 -0.80 2.95
C 0.99 -1.61 2.43
C -0.34 3.26 1.20
C -1.18 -0.50 1.50
C -0.58 -1.24 -4.02
C -1.06 -1.88 3.46
C 1.15 -2.38 3.61
C 3.71 1.05 -3.81
C -4.59 3.67 1.15
C -3.10 3.65 1.20
C 0.67 -0.89 -4.81
C -0.33 -3.24 5.46
C 3.12 -0.74 -0.57
C 1.94 -1.05 1.55
C 4.21 0.20 -2.65
C 0.87 -1.56 -2.00
C -0.43 -1.32 2.33
C -2.29 4.85 1.13
C -2.57 -0.49 1.69
C -2.39 -1.64 3.81
H 0.48 -0.04 -5.49
H 2.05 -2.82 4.02
H -0.23 -4.32 5.31
H -1.13 -2.29 -2.20
H -0.29 5.32 1.11
H 2.76 -0.50 2.01
H -4.09 -0.39 3.27
H -1.36 -3.02 5.80
H -4.93 3.10 0.27
H -1.28 -1.76 -4.68
H 3.42 -0.49 -5.30
H 0.38 -2.94 6.24
H 4.78 0.81 -1.95
H 2.28 0.87 -5.43
H 0.05 -2.19 -0.12
H 4.90 -0.56 -3.06
H 4.05 -0.60 -0.01
H 4.55 1.43 -4.39
H -3.25 -0.21 0.87
H -5.06 4.66 1.14
H 3.12 1.91 -3.45
H 0.07 -3.11 -3.22
H -3.17 1.61 1.61
H -2.78 -2.09 4.72
H 0.98 -1.76 -5.43
H -1.05 -0.30 -3.71
H -4.98 3.09 2.01
H -0.66 0.12 0.76

# 3
67
Properties=species:S:1:pos:R:3 method="wB97M-V/def2-TZVPD" total_charge=+1 spin_multiplicity=1 total_energy_ev=-178261.568 gap_ev=5.7
Pd 0.10 -0.12 -0.52
Se 0.04 1.72 -3.36
Se -1.67 0.74 -2.06
O -1.06 0.24 1.22
O 3.31 -1.02 1.86
O -1.31 0.05 3.37
O 1.47 -0.82 0.70
N 1.25 -0.53 -2.12
N -0.93 2.82 -0.32
N 5.49 -0.39 0.34
N -0.70 -2.50 0.95
N -0.97 -1.85 2.16
C -1.13 3.78 0.58
C -3.30 2.61 -0.60
C 6.73 -0.84 -0.17
C 7.69 -1.28 0.75
C 6.98 -0.89 -1.54
C 4.43 2.65 -1.44
C 8.90 -1.79 0.27
C 7.39 -1.20 2.22
C 3.32 0.67 0.18
C -1.29 -0.72 4.58
C 2.13 0.03 -4.26
C 2.69 -0.42 0.99
C 4.70 0.61 -0.16
C 2.10 -1.56 -2.05
C 3.09 2.75 -1.06
C 1.25 0.25 -3.21
C 3.03 -1.02 -4.17
C 9.96 -2.30 1.21
C 2.56 1.76 -0.26
C 5.22 1.61 -1.00
C 3.01 -1.84 -3.05
C 9.14 -1.82 -1.10
C 8.19 -1.37 -2.00
C -2.40 4.20 0.95
C -1.99 2.26 -0.87
C -1.10 -0.51 2.19
C -3.50 3.61 0.35
H -2.10 -1.45 4.60
H 1.54 1.87 0.08
H 2.05 -2.14 -1.14
H 6.27 1.58 -1.25
H 8.27 -1.36 2.83
H 6.64 -1.93 2.53
H 6.98 -0.21 2.47
H 10.09 -2.20 -1.46
H -4.50 3.92 0.61
H -2.52 4.97 1.69
H -0.24 4.22 1.01
H 3.69 -2.67 -2.94
H -1.45 -3.16 0.75
H 10.76 -2.79 0.66
H 8.39 -1.41 -3.06
H -0.32 -1.20 4.71
H -0.88 -2.36 3.02
H 2.10 0.66 -5.14
H 10.41 -1.48 1.79
H 3.74 -1.20 -4.97
H -1.44 0.00 5.38
H 4.88 3.42 -2.06
H 2.49 3.60 -1.36
H 9.56 -3.02 1.93
H -4.13 2.14 -1.10
H 0.19 -2.98 1.02
H 5.07 -0.92 1.09
H 6.21 -0.58 -2.23

# 4
62
Properties=species:S:1:pos:R:3 method="wB97M-V/def2-TZVPD" total_charge=+1 spin_multiplicity=1 total_energy_ev=-113711.105 gap_ev=7.6
I 2.29 -4.36 -2.60
Pd 0.14 -0.12 0.10
As 2.67 -0.10 -0.08
P -0.23 1.45 1.75
O 0.05 -1.70 -1.24
N 0.49 -3.31 0.30
C 0.29 -3.90 -2.05
C 3.72 -1.66 0.41
C 1.38 -0.36 3.22
C 3.22 0.14 -1.92
C 1.33 4.89 4.37
C -2.61 0.98 0.67
C 0.27 -2.89 -0.94
C 1.22 3.62 4.92
C -2.01 1.64 1.76
C -0.58 -2.30 3.42
C -4.15 2.37 2.56
C 0.79 2.55 4.15
C -4.76 1.75 1.50
C -2.40 -0.22 -1.39
C 0.56 4.03 2.26
C 0.45 2.75 2.82
C -0.88 -1.07 2.85
C 3.69 1.27 0.84
C -3.80 -0.11 -1.58
C -4.60 0.48 -0.64
C 0.70 -2.57 3.88
C 0.99 5.10 3.04
C -2.74 2.33 2.68
C -1.79 0.29 -0.28
C 0.10 -0.08 2.74
C 1.68 -1.59 3.78
C -4.01 1.06 0.51
H 4.79 -1.44 0.34
H 3.49 -1.93 1.44
H -1.36 -3.05 3.51
H -0.19 -3.48 -2.93
H 4.66 1.39 0.36
H 0.29 4.20 1.23
H -4.25 -0.53 -2.47
H 0.69 1.58 4.61
H -4.74 2.90 3.29
H -1.89 -0.87 2.52
H 0.67 -4.29 0.48
H 2.68 -1.78 4.16
H 0.93 -3.53 4.34
H 2.76 -0.63 -2.53
H 3.16 2.22 0.83
H 3.85 0.96 1.87
H 1.47 3.47 5.96
H -0.19 -4.83 -1.76
H -2.26 2.86 3.50
H 4.30 0.07 -1.99
H 1.06 6.08 2.60
H -5.83 1.81 1.38
H 3.48 -2.49 -0.25
H -5.67 0.55 -0.77
H 0.46 -2.67 1.08
H 2.16 0.40 3.17
H 2.89 1.11 -2.28
H 1.67 5.72 4.97
H -1.82 -0.71 -2.16

# 5
65
Properties=species:S:1:pos:R:3 method="wB97M-V/def2-TZVPD" spin_multiplicity=1 total_energy_ev=-70834.835 gap_ev=7.9
Au -0.67 1.05 -0.73
S -0.21 -2.06 -1.66
S -1.89 1.07 1.21
Si -3.01 -1.59 2.95
O -0.80 -1.07 -0.70
O -0.84 -3.34 -1.57
O -0.09 -1.49 -3.00
N -3.64 0.44 -0.65
N 0.57 1.14 -2.45
C -1.27 -2.20 2.64
C -1.46 5.25 -0.63
C 1.87 1.56 -1.99
C 1.96 2.76 -1.27
C 2.38 -2.85 -1.91
C 0.87 4.98 -1.13
C -3.75 -0.98 1.31
C 3.21 -1.69 0.47
C -4.82 -1.65 0.73
C 1.46 -2.20 -1.09
C 5.59 -2.36 0.06
C -4.07 -3.02 3.52
C -0.23 5.80 -0.92
C 4.21 1.14 -1.72
C 3.21 3.12 -0.79
C 0.76 3.60 -1.04
C -1.60 3.87 -0.53
C -4.64 -0.26 -1.19
C 4.33 2.33 -1.01
C 1.87 -1.62 0.10
C -0.50 3.05 -0.73
C -3.22 0.08 0.56
C -5.28 -1.30 -0.53
C 4.14 -2.33 -0.34
C 3.71 -2.91 -1.53
C -3.06 -0.27 4.28
C 2.97 0.76 -2.22
H -3.68 -3.40 4.47
H 1.15 -1.12 0.73
H 6.07 -1.40 -0.13
H 6.14 -3.12 -0.50
H -0.62 -1.38 2.35
H -2.44 0.59 4.03
H -2.56 3.43 -0.29
H -1.27 -2.95 1.84
H 0.54 0.20 -2.86
H 4.43 -3.42 -2.16
H -0.87 -2.67 3.55
H -2.32 5.88 -0.47
H 5.29 2.63 -0.61
H -4.09 0.08 4.43
H 3.53 -1.24 1.40
H 5.07 0.51 -1.89
H -2.71 -0.69 5.22
H 0.16 1.81 -3.09
H -4.95 0.04 -2.18
H -6.09 -1.83 -1.01
H 2.86 -0.17 -2.77
H 3.30 4.03 -0.21
H -4.06 -3.85 2.81
H 1.82 5.42 -1.38
H -5.28 -2.48 1.25
H 5.71 -2.57 1.12
H 2.05 -3.30 -2.84
H -5.11 -2.73 3.69
H -0.12 6.88 -1.00

# 6
78
Properties=species:S:1:pos:R:3 method="wB97M-V/def2-TZVPD" total_charge=-1 spin_multiplicity=1 total_energy_ev=-259514.181 gap_ev=6.8
Ba -0.24 0.59 -0.15
I -5.89 -0.15 -4.06
Se 2.02 -0.53 -2.87
Se 1.86 -4.02 -1.41
Cl -1.17 2.28 -2.83
Cl -1.54 4.80 -4.63
Cl 0.27 7.32 -4.21
Cl 2.44 7.29 -1.96
Cl 2.77 4.77 -0.13
F -1.34 -2.01 4.56
F -1.97 -1.48 -3.37
F -2.73 -2.46 -1.45
F -3.16 -0.90 6.07
F -3.28 2.90 3.30
F -0.75 -1.29 -1.46
F -1.43 1.81 1.73
F -0.91 -3.32 -2.53
O 0.89 2.60 -0.79
N 2.41 -0.54 1.63
N -3.40 0.43 -0.63
N -0.43 -0.62 2.09
C -2.81 1.69 3.62
C 3.36 -1.21 0.74
C 0.36 -1.83 2.19
C -3.30 1.04 4.75
C 0.77 3.64 -1.53
C 3.51 -4.68 -0.67
C -0.35 4.81 -3.38
C 2.66 -3.36 -3.06
C 4.67 -1.67 1.37
C -1.79 -0.79 4.19
C -0.18 3.70 -2.57
C -4.19 0.10 0.39
C 3.93 -0.31 -3.03
C -5.22 -0.05 -2.10
C -1.29 -0.18 3.01
C 1.42 5.90 -2.19
C -6.03 -0.39 -1.04
C 1.58 4.79 -1.38
C 0.46 5.93 -3.20
C 1.78 -1.47 2.59
C -3.91 0.35 -1.85
C 2.95 0.64 2.31
C -5.50 -0.31 0.24
C -2.75 -0.21 4.99
C -1.86 1.12 2.83
C 3.54 1.65 1.36
C 1.89 -2.25 -3.74
B -1.64 -2.19 -2.23
H -6.08 -0.57 1.11
H 1.75 -0.99 3.57
H 5.28 -2.18 0.63
H 4.25 -0.54 -4.04
H 2.27 -2.12 -4.75
H -7.05 -0.72 -1.20
H 4.47 -0.94 -2.32
H 3.57 -0.54 -0.10
H 4.25 -3.88 -0.60
H 3.67 -3.03 -2.81
H 0.40 -2.33 1.21
H 2.76 -4.20 -3.75
H 3.31 -5.03 0.35
H -4.05 1.47 5.39
H -3.74 0.15 1.38
H 3.74 2.59 1.89
H 4.49 1.32 0.93
H 4.16 0.73 -2.82
H 2.87 1.89 0.54
H 3.70 0.36 3.07
H 2.83 -2.06 0.29
H -3.26 0.58 -2.68
H 5.25 -0.83 1.75
H 4.51 -2.35 2.20
H 2.40 -2.37 2.71
H 3.92 -5.51 -1.24
H 0.82 -2.47 -3.80
H 2.12 1.09 2.86
H -0.04 -2.56 2.90

# 7
69
Properties=species:S:1:pos:R:3 method="wB97M-V/def2-TZVPD" total_charge=+1 spin_multiplicity=6 total_energy_ev=-87676.078 gap_ev="6.9 / 5.5"
Ir 0.26 0.18 -0.34
S -1.98 -0.28 -0.82
S -0.72 2.34 4.38
S -0.78 0.39 2.47
S 2.32 0.76 0.49
O 0.42 -1.63 0.54
O -2.90 1.99 3.00
N 0.35 1.99 -1.18
N -1.47 -2.85 0.02
N 3.20 3.34 0.33
N 1.24 2.89 -0.75
N -3.12 -2.58 -1.50
N 4.08 2.93 1.22
C -2.15 -2.04 -0.75
C -0.50 -4.98 1.53
C -2.11 3.57 -4.17
C 5.25 3.59 1.46
C 7.66 4.87 1.94
C 5.60 4.73 0.71
C 1.15 -5.82 3.07
C 7.31 3.75 2.69
C -0.01 -6.00 2.32
C -1.59 4.40 -3.19
C -0.78 3.88 -2.19
C -3.36 -4.02 -1.43
C -3.39 -1.95 -3.88
C -0.31 -2.65 0.63
C 6.80 5.36 0.96
C 1.82 -4.60 3.03
C -1.00 1.68 -3.18
C 0.17 -3.75 1.49
C -1.68 1.60 3.24
C -0.49 2.50 -2.17
C -3.68 1.32 1.99
C -4.24 -4.37 -0.23
C 1.34 -3.57 2.24
C 6.11 3.11 2.46
C 2.24 2.49 -0.02
C -1.81 2.21 -4.16
C -3.94 -1.83 -2.46
H -3.98 -0.79 -2.17
H -4.02 -1.41 -4.57
H -1.80 5.46 -3.20
H 8.61 5.36 2.12
H -3.54 0.24 2.04
H -4.71 1.58 2.19
H 4.91 5.08 -0.04
H 3.90 2.07 1.74
H -3.74 -4.10 0.69
H -3.85 -4.32 -2.36
H 5.83 2.24 3.04
H -2.41 -4.53 -1.36
H -4.45 -5.44 -0.22
H -3.35 -2.99 -4.20
H -2.74 3.98 -4.95
H 1.84 -2.62 2.19
H -4.95 -2.23 -2.41
H 1.53 -6.62 3.68
H 2.72 -4.46 3.61
H 7.97 3.39 3.46
H -1.39 -5.11 0.94
H -3.39 1.68 1.00
H -2.38 -1.53 -3.93
H -0.37 4.50 -1.41
H -5.19 -3.84 -0.28
H -0.71 0.64 -3.22
H -2.18 1.57 -4.95
H 7.08 6.23 0.39
H -0.53 -6.95 2.35